No. 1
{"formula": "C2H10NOS", "method": "ωB97M-V/def2-TZVPD", "symbols": ["C", "C", "S", "N", "H", "H", "H", "H", "H", "H", "H", "H", "H", "H", "O"], "xyz": [[0.291, 0.253, -0.897], [-0.884, 1.117, -0.364], [-0.729, 1.495, 1.442], [-0.175, -1.152, -0.972], [1.173, 0.458, -0.315], [0.570, 0.531, -1.941], [-1.886, 0.737, -0.466], [-0.766, 2.144, -0.766], [0.491, 1.969, 1.453], [-1.152, -1.041, -1.363], [-0.366, -1.636, -0.081], [0.408, -1.786, -1.521], [1.561, -0.552, 2.031], [0.321, -1.244, 2.185], [1.142, -1.293, 1.575]], "forces_ev_per_angstrom": [[-0.772, 1.358, -0.992], [2.246, 1.820, 0.832], [-1.332, -0.888, 0.255], [-1.860, -0.451, 0.147], [0.198, -0.776, 0.376], [-0.508, -0.191, 0.620], [-0.333, -0.161, -0.440], [-0.525, -0.914, -0.432], [0.841, 0.398, -0.289], [1.405, -0.727, -0.206], [0.781, 0.573, 0.205], [-0.099, 0.146, -0.188], [0.842, 0.065, -0.387], [1.453, -0.689, -1.483], [-2.335, 0.438, 1.981]], "lowdin_charge": [-0.221, -0.479, 0.743, 0.169, 0.100, 0.147, 0.067, 0.085, -0.145, 0.188, 0.153, 0.180, 0.038, 0.085, -0.108], "max_force_ev_per_a": 3.09, "de_lowest_ev": 0.902, "total_charge": 1, "e_lumo_ev": -3.6, "e_tot_ev": -16601.78290}

***

No. 2
{"formula": "C18H17BrClFN2O3", "method": "ωB97M-V/def2-TZVPD", "symbols": ["C", "C", "N", "C", "C", "C", "O", "O", "C", "C", "C", "C", "Br", "C", "C", "C", "O", "N", "C", "C", "C", "C", "F", "C", "Cl", "C", "H", "H", "H", "H", "H", "H", "H", "H", "H", "H", "H", "H", "H", "H", "H", "H", "H"], "xyz": [[2.888, 4.297, -0.995], [2.668, 2.824, -0.667], [1.543, 2.609, 0.225], [1.622, 3.084, 1.595], [0.789, 4.338, 1.839], [0.483, 1.926, -0.222], [0.373, 1.441, -1.332], [-0.480, 1.783, 0.733], [-1.636, 1.097, 0.381], [-2.752, 1.829, -0.001], [-3.944, 1.187, -0.277], [-4.013, -0.191, -0.154], [-5.651, -1.077, -0.518], [-2.911, -0.933, 0.229], [-1.705, -0.294, 0.481], [-0.520, -1.110, 0.924], [-0.530, -1.759, 1.945], [0.512, -1.024, 0.041], [1.822, -1.471, 0.202], [2.216, -2.316, 1.236], [3.542, -2.690, 1.347], [4.474, -2.225, 0.436], [5.762, -2.593, 0.566], [4.092, -1.384, -0.603], [5.258, -0.794, -1.730], [2.765, -1.014, -0.719], [3.694, 4.386, -1.718], [3.161, 4.861, -0.107], [1.988, 4.726, -1.426], [3.566, 2.400, -0.206], [2.452, 2.275, -1.585], [1.280, 2.286, 2.261], [2.674, 3.283, 1.806], [1.094, 5.144, 1.178], [-0.264, 4.128, 1.673], [0.917, 4.664, 2.868], [-2.677, 2.902, -0.078], [-4.812, 1.753, -0.579], [-2.974, -2.005, 0.333], [0.368, -0.432, -0.775], [1.489, -2.667, 1.948], [3.868, -3.343, 2.140], [2.460, -0.362, -1.523]], "forces_ev_per_angstrom": [[-0.027, -0.258, 0.067], [0.134, 0.055, -0.318], [-0.068, -0.071, 0.093], [-0.255, 0.171, 0.341], [0.163, -0.166, 0.014], [0.079, -0.158, -0.176], [-0.221, -0.009, -0.337], [0.005, 0.029, 0.182], [-0.391, -0.336, -0.290], [0.329, -0.044, 0.113], [-0.014, -0.129, 0.018], [-0.082, -0.090, -0.028], [0.101, 0.051, 0.023], [-0.043, 0.097, -0.034], [0.021, 0.428, 0.200], [-0.015, 0.236, -0.392], [-0.028, -0.179, 0.244], [-0.180, 0.116, -0.322], [0.453, -0.194, 0.183], [-0.108, 0.006, 0.027], [0.259, 0.133, -0.259], [-0.017, 0.025, 0.000], [-0.128, 0.067, -0.066], [-0.014, -0.181, 0.226], [0.048, -0.012, 0.000], [-0.035, -0.098, 0.148], [0.103, 0.060, -0.054], [0.027, 0.122, 0.071], [-0.078, 0.075, -0.041], [-0.062, -0.027, -0.052], [0.121, 0.020, 0.164], [0.179, 0.098, -0.023], [-0.032, -0.080, -0.011], [0.028, 0.101, -0.049], [-0.087, 0.016, 0.003], [-0.022, 0.090, 0.119], [0.028, 0.108, 0.007], [-0.055, 0.029, -0.014], [-0.021, -0.074, 0.020], [-0.132, -0.056, 0.237], [-0.012, -0.011, 0.001], [0.059, -0.067, 0.075], [-0.011, 0.104, -0.111]], "lowdin_charge": [-0.068, -0.194, -0.039, -0.187, -0.060, -0.517, 0.074, 0.075, -0.181, 0.021, -0.107, -0.670, 0.744, -0.050, -0.054, -0.407, 0.104, 0.154, -0.206, 0.004, 0.007, -0.307, 0.051, -0.598, 0.709, -0.039, 0.076, 0.067, 0.082, 0.126, 0.115, 0.127, 0.124, 0.066, 0.068, 0.077, 0.128, 0.105, 0.121, 0.122, 0.104, 0.123, 0.110], "smiles": "CCN(CC)C(=O)Oc1ccc(Br)cc1C(=O)Nc1ccc(F)c(Cl)c1", "max_force_ev_per_a": 0.59, "e_lumo_ev": 0.6, "e_tot_ev": -113348.58278}

***

No. 3
{"formula": "C5H10N2O", "method": "ωB97M-V/def2-TZVPD", "symbols": ["C", "C", "C", "C", "N", "H", "H", "H", "H", "H", "H", "H", "N", "C", "O", "H", "H", "H"], "xyz": [[0.920, -0.939, -0.660], [-0.163, -0.694, -1.695], [0.818, -2.237, 0.177], [0.847, -0.140, 0.641], [0.667, -1.213, 1.369], [1.911, -0.811, -1.102], [-1.149, -0.813, -1.247], [-0.072, -1.397, -2.523], [-0.094, 0.325, -2.073], [-0.116, -2.787, 0.078], [1.671, -2.919, 0.179], [1.125, -1.683, 2.151], [-0.493, 2.429, 1.153], [-1.618, 2.664, 0.462], [-2.303, 3.661, 0.534], [0.087, 1.589, 0.987], [-0.169, 3.140, 1.787], [-1.868, 1.825, -0.219]], "forces_ev_per_angstrom": [[-0.510, -0.122, -0.087], [0.122, 0.042, 0.135], [-1.118, 1.281, 0.799], [0.384, 1.347, -0.215], [1.978, -4.934, -1.770], [0.034, 0.120, 0.078], [-0.066, -0.042, 0.004], [-0.019, 0.043, -0.057], [0.004, 0.020, -0.117], [0.086, -0.133, -0.213], [0.019, 0.221, 0.332], [-0.842, 1.805, 1.017], [0.164, -0.083, 0.060], [0.197, -0.222, -0.152], [-0.252, 0.195, 0.023], [-0.126, 0.333, 0.126], [-0.007, 0.065, 0.005], [-0.045, 0.065, 0.031]], "lowdin_charge": [-0.369, -0.077, -0.090, -0.037, 0.039, 0.135, 0.077, 0.077, 0.076, 0.102, 0.104, 0.136, 0.102, -0.464, -0.015, -0.009, 0.098, 0.115], "max_force_ev_per_a": 5.60, "de_lowest_ev": 3.671, "e_lumo_ev": 0.5, "e_tot_ev": -10371.63372}

***

No. 4
{"formula": "C7H14N", "method": "ωB97M-V/def2-TZVPD", "symbols": ["C", "C", "C", "C", "H", "H", "H", "H", "H", "H", "C", "C", "C", "N", "H", "H", "H", "H", "H", "H", "H", "H"], "xyz": [[2.348, -1.426, 1.094], [2.238, -0.332, 0.316], [2.010, -0.505, -1.110], [1.668, 0.390, -2.054], [2.267, -2.428, 0.698], [2.455, -1.302, 2.183], [2.239, 0.694, 0.688], [2.093, -1.550, -1.453], [1.466, 0.181, -3.079], [1.635, 1.464, -1.752], [-2.744, 1.272, -0.504], [-1.958, 0.450, 0.535], [-2.257, 0.262, 1.817], [-0.735, -0.207, -0.012], [-3.787, 1.327, -0.216], [-2.331, 2.282, -0.434], [-2.669, 0.830, -1.483], [-1.648, -0.313, 2.505], [-3.199, 0.609, 2.278], [-0.908, -0.883, -0.735], [-0.218, -0.697, 0.738], [-0.084, 0.572, -0.411]], "forces_ev_per_angstrom": [[-0.249, 1.386, 0.828], [-0.085, -0.518, -0.009], [-0.138, -0.867, -1.829], [0.425, 1.286, 2.117], [0.188, -0.057, -0.108], [0.075, -0.248, -0.616], [0.234, -0.278, 0.244], [-0.023, 0.376, 0.219], [0.019, -0.369, -0.483], [-0.040, -0.698, -0.401], [0.867, -0.400, 1.637], [-1.218, -0.260, -0.026], [-0.481, -0.090, -0.115], [0.925, 2.459, 0.923], [-0.098, -0.060, 0.062], [-0.094, 0.015, -0.582], [0.093, 0.088, -0.462], [0.201, -0.052, -0.205], [0.673, 0.135, -0.601], [-0.262, -0.238, -0.699], [0.015, 0.351, -0.387], [-1.027, -1.962, 0.492]], "lowdin_charge": [0.034, -0.216, -0.237, 0.010, 0.072, 0.080, 0.118, 0.118, 0.059, 0.085, -0.012, -0.324, 0.104, 0.202, 0.091, 0.096, 0.078, 0.078, 0.102, 0.160, 0.138, 0.164], "max_force_ev_per_a": 2.79, "de_lowest_ev": 1.563, "total_charge": 1, "e_lumo_ev": -3.4, "e_tot_ev": -8967.51446}